Computed, not measured: a molecular structure, C22H44ClF9OP2Ru, with ωB97M-V/def2-TZVPD.

CARTESIAN COORDINATES (ANGSTROEM)
Ru 0.42 -1.40 0.46
P 0.42 -3.21 -0.81
C 1.44 -3.77 -2.23
C 0.51 -4.34 0.69
C -1.34 -3.26 -1.33
C 2.76 -2.98 -2.28
H 0.83 -3.50 -3.11
C 1.67 -5.29 -2.27
H 2.30 -5.63 -1.43
H 2.21 -5.53 -3.20
H 0.73 -5.86 -2.26
H 2.55 -1.91 -2.43
H 3.36 -3.34 -3.13
H 3.34 -3.11 -1.35
H -1.27 -2.82 -2.35
C -2.19 -2.33 -0.44
C -1.92 -4.67 -1.46
H -1.43 -5.26 -2.25
H -2.98 -4.58 -1.73
H -1.85 -5.23 -0.52
H -1.59 -1.58 0.17
H -2.83 -2.90 0.24
H -2.83 -1.71 -1.09
C 1.96 -4.44 1.18
H 0.14 -5.33 0.38
C -0.39 -3.68 1.75
H 2.66 -4.78 0.40
H 1.98 -5.15 2.02
H 2.29 -3.46 1.56
H -0.39 -2.55 1.70
H 0.01 -3.83 2.76
H -1.44 -3.99 1.67
Cl 2.08 -0.91 1.91
H 1.13 -1.06 -0.95
H -0.02 -0.52 -0.81
P 0.76 3.12 -0.61
C -0.40 3.85 -1.84
C 0.85 4.08 0.95
C 2.36 2.94 -1.48
C -1.75 3.14 -1.76
H 0.06 3.60 -2.81
C -0.52 5.35 -1.73
H -1.09 5.65 -0.84
H -1.08 5.72 -2.61
H 0.44 5.87 -1.70
H -1.64 2.06 -1.88
H -2.41 3.52 -2.55
H -2.24 3.30 -0.79
H 2.03 2.47 -2.42
C 3.31 1.97 -0.77
C 3.05 4.25 -1.80
H 2.44 4.89 -2.45
H 3.99 4.04 -2.32
H 3.28 4.81 -0.88
H 2.79 1.06 -0.44
H 3.79 2.43 0.10
H 4.11 1.68 -1.47
C -0.53 4.14 1.59
H 1.17 5.10 0.67
C 1.85 3.47 1.94
H -1.30 4.61 0.96
H -0.45 4.68 2.55
H -0.89 3.13 1.85
H 1.65 2.40 2.10
H 1.72 3.95 2.91
H 2.89 3.58 1.61
F -3.52 2.62 1.65
C -3.71 1.27 1.63
F -5.03 1.03 1.40
F -3.01 0.79 0.53
C -3.25 0.63 2.88
O 0.36 1.71 -0.24
C -2.29 1.29 3.79
F -2.23 0.63 4.98
F -1.01 1.28 3.25
F -2.60 2.60 4.06
C -3.52 -0.82 3.10
F -4.38 -1.07 4.13
F -4.06 -1.38 1.97
F -2.35 -1.49 3.37

Properties
Multiplicity: 5
Kohn-Sham gap (alpha / beta): 5.946 / 3.475 eV
LUMO energy (alpha / beta): -0.4 / -2.8 eV
Net charge: 0
E_HOMO (alpha / beta): -6.33 / -6.25 eV